Formula: C4H8N4
Source: OMol25
Level of theory: ωB97M-V/def2-TZVPD

```
16
Properties=species:S:1:pos:R:3:lowdin_charge:R:1
N 0.78 1.48 1.17 -0.01
H -1.97 0.79 -1.77 0.09
N -1.33 0.21 -2.37 0.01
H -0.88 -1.46 -1.42 0.12
H -0.76 0.88 -2.86 0.07
H -0.34 -2.60 0.80 0.07
N 1.09 0.37 1.64 0.02
C 0.01 0.05 -0.43 -0.27
N -0.49 -0.56 -1.57 -0.06
C -0.22 -1.68 1.38 -0.06
H -1.22 -1.29 1.58 0.08
H 0.24 -1.94 2.36 0.09
H 1.69 -1.13 0.33 0.16
C 0.02 1.34 -0.01 -0.09
H -0.29 2.27 -0.46 0.09
C 0.71 -0.71 0.62 -0.31
```

For the HOMO energy, the calculation gives -8.84 eV. As for the SMILES: C[C@@H]1N=NC=C1NN. As for the frontier orbital gap: 0.3469 Ha.

---

Formula: C4H8N4O
Source: OMol25
Level of theory: ωB97M-V/def2-TZVPD

```
17
Properties=species:S:1:pos:R:3:lowdin_charge:R:1
O 2.26 1.28 -1.15 0.08
H -3.99 -0.08 -0.46 0.26
N -2.82 -0.59 -0.61 0.03
H -2.62 -1.62 -0.99 0.16
C 1.65 0.48 -0.49 -0.43
C -1.76 0.12 -0.33 -0.34
N 1.82 -1.87 0.53 0.01
H 1.70 -1.44 1.45 0.08
N 2.06 -0.91 -0.50 -0.05
H 3.12 -0.89 -0.59 0.14
H 0.92 -2.12 0.29 0.01
H -1.99 1.24 -0.34 0.14
C 0.26 0.63 0.12 -0.40
H 0.80 2.60 1.08 0.08
H -0.99 1.86 1.23 0.08
C 0.14 1.72 0.91 0.05
N -0.55 -0.40 -0.16 0.09
```

For the HOMO energy, the calculation gives -8.55 eV. As for the frontier orbital gap: 0.3135 Ha.

---

Formula: C4H8N4O
Source: OMol25
Level of theory: ωB97M-V/def2-TZVPD

```
17
Properties=species:S:1:pos:R:3:lowdin_charge:R:1
N -1.28 1.58 -1.36 0.09
H 1.04 -1.73 -0.94 0.13
H 0.66 3.51 0.12 0.09
N 0.18 1.12 0.24 -0.08
C -0.90 -2.36 0.06 -0.13
H 0.94 -1.47 0.84 0.11
N 1.33 1.32 1.03 0.09
H -0.65 -3.43 0.08 0.07
H -1.62 -1.96 0.83 0.10
C -0.13 -0.08 -0.30 -0.33
C -0.39 2.12 -0.53 -0.39
N -1.07 0.23 -1.21 0.03
O -0.18 3.42 -0.33 0.12
H 2.13 0.74 0.63 0.13
C 0.32 -1.49 -0.11 -0.21
H -1.44 -2.36 -0.95 0.09
H 1.06 0.84 1.89 0.10
```

For the HOMO energy, the calculation gives -8.70 eV. As for the SMILES: CCc1nnc(O)n1N. As for the frontier orbital gap: 0.3331 Ha.

---

Formula: C4H8N4O
Source: OMol25
Level of theory: ωB97M-V/def2-TZVPD

```
17
Properties=species:S:1:pos:R:3:lowdin_charge:R:1
H 1.18 0.71 2.02 0.10
H -0.78 1.81 -1.34 0.09
N -2.49 -0.07 0.32 -0.04
H 0.36 2.05 1.14 0.04
H -1.58 -0.63 1.95 0.19
C 0.60 -1.28 -0.15 -0.54
H 1.54 1.34 0.20 0.08
H 2.26 -2.05 -0.84 0.10
H 2.17 -0.35 -1.15 0.12
O 0.02 -2.33 0.06 0.06
C 0.76 1.08 1.01 -0.05
N -1.38 -0.29 0.96 -0.03
N -2.40 0.40 -0.78 -0.06
N 1.87 -1.17 -0.60 0.17
C -0.13 -0.06 0.35 -0.29
H -0.86 0.04 -1.97 0.10
C -1.15 0.80 -1.19 -0.03
```

For the HOMO energy, the calculation gives -8.82 eV. As for the frontier orbital gap: 0.3466 Ha.

---

Formula: C4H8N4O3S
Source: OMol25
Level of theory: ωB97M-V/def2-TZVPD

```
20
Properties=species:S:1:pos:R:3:lowdin_charge:R:1
C -0.75 0.36 1.21 -0.73
H -1.59 2.16 0.21 0.16
N 1.45 0.37 0.42 0.03
O -1.23 -0.86 0.69 -0.23
O -0.61 -3.18 0.89 -0.26
C 1.08 0.66 -0.80 -0.39
C -0.11 1.33 -0.92 -0.02
H 2.31 -0.61 -1.88 0.05
N -0.92 1.38 0.18 0.13
H -0.85 0.63 3.01 0.06
N 0.66 0.29 1.39 0.06
H 1.71 0.86 -2.74 0.07
O -0.90 -2.08 -1.32 -0.43
H -1.11 -3.79 0.32 0.07
H -0.25 1.98 -1.78 0.14
H -2.29 0.20 2.38 0.12
C 2.11 0.39 -1.89 0.00
N -1.46 0.80 2.29 0.16
S -0.19 -1.89 -0.02 0.95
H 2.90 1.01 -1.64 0.06
```

For the HOMO energy, the calculation gives -8.92 eV. As for the frontier orbital gap: 0.3386 Ha.

---

Formula: C4H8NO
Source: OMol25
Level of theory: ωB97M-V/def2-TZVPD

```
14
Properties=species:S:1:pos:R:3:lowdin_charge:R:1
C 0.65 -0.09 1.13 -0.17
H -1.90 1.00 -0.73 0.11
C 1.07 -0.77 -0.22 -0.21
H 0.17 -0.69 1.96 0.08
H 1.99 -0.35 -0.58 0.04
H 1.30 0.83 1.32 0.08
H -1.56 -0.68 -1.39 0.03
C -0.01 0.16 -0.18 -0.40
H 1.58 2.25 -0.27 -0.04
O 2.43 1.69 -1.77 -0.40
H -1.99 -0.60 0.32 0.05
C -1.44 -0.11 -0.50 -0.13
N 1.34 2.27 -1.27 -0.15
H 1.05 -1.93 -0.33 0.11
```

As for the net charge: -1. For the HOMO energy (alpha / beta), the calculation gives -1.52 / -2.69 eV. As for the frontier orbital gap (alpha / beta): 0.2080 / 0.2567 Ha.

---

Formula: C4H8NO
Source: OMol25
Level of theory: ωB97M-V/def2-TZVPD

```
14
Properties=species:S:1:pos:R:3:lowdin_charge:R:1
H 1.32 -0.49 -1.27 0.08
C 1.09 0.55 0.50 -0.24
O 1.38 1.68 0.00 0.17
H -2.07 2.24 -0.35 0.14
C 1.39 -0.66 -0.22 -0.04
H -2.13 -1.01 -0.77 0.12
N -0.88 0.60 0.28 0.09
H 1.66 1.56 -0.89 0.13
C -2.16 -0.21 0.03 -0.03
C -1.83 1.19 -0.24 -0.01
H 2.39 -1.15 -0.04 0.14
H 1.08 0.34 1.60 0.18
H -2.82 -0.47 0.93 0.13
H 0.81 -1.63 -0.05 0.13
```

As for the net charge: +1. For the HOMO energy, the calculation gives -15.62 eV. As for the frontier orbital gap: 0.4216 Ha.

---

Formula: C4H8NO
Source: OMol25
Level of theory: ωB97M-V/def2-TZVPD

```
14
Properties=species:S:1:pos:R:3:lowdin_charge:R:1
H 0.74 1.91 -1.44 0.16
C 0.11 0.23 1.73 -0.15
C -1.39 -0.96 -1.04 0.06
C -0.42 0.07 -0.71 -0.11
O 1.35 -0.43 1.64 0.00
H -0.68 -0.46 1.91 0.12
H 0.00 0.97 2.53 0.15
H 1.70 0.41 -0.86 0.12
N -0.07 0.71 0.35 0.10
H -2.31 -0.43 -1.22 0.12
H 1.86 -0.39 2.47 0.14
H -1.52 -1.58 -0.17 0.10
H -1.21 -1.63 -1.87 0.11
C 0.76 0.91 -0.87 0.07
```

As for the net charge: +1. For the HOMO energy, the calculation gives -15.74 eV. As for the SMILES: CC1=[N+](CO)C1. As for the frontier orbital gap: 0.3974 Ha.

---

These records have strongest force on any atom values of 2.034, 6.329, 4.842, 5.436, 4.733, 3.619, 3.733, 2.431 eV/Å, in the order they appear.
These records have calculated total energy values of -10235.61611, -12281.66542, -12283.48014, -12282.24574, -27212.85829, -7809.56463, -7804.69511, -7805.73796 eV, in the order they appear.
These records have energy above the lowest of the compared OMol25 structures with the same formula, charge and spin values of 253.4, 460.4, 285.3, 404.4, 151.1, 372.8, 328.8, 228.2 kJ/mol, in the order they appear.